No. 1
Density functional theory data (ωB97M-V with the def2-TZVPD basis set) for a structure of composition C42H63BF4N4P2SSiTc in a non-equilibrium geometry.

The net charge is +2. Its energy above the lowest of the compared OMol25 structures with the same formula, charge and spin is 0.0 kcal/mol. The orbital gap (alpha / beta) is 6.33 / 5.33 eV. The expectation value of S² is 3.829. For the highest occupied orbital energy (alpha / beta), the calculation gives -14.60 / -14.59 eV. As for the spin multiplicity: 4. The value obtained for the largest force on an atom is 7.4 eV/A.

```
119
Properties=species:S:1:pos:R:3:lowdin_spin:R:1
Tc -0.33 0.50 -0.94 2.41
C -2.12 4.18 0.24 0.00
Si -1.07 2.57 0.24 0.02
C 0.62 3.35 0.39 0.01
C 0.76 4.71 0.16 0.00
C 2.04 5.27 0.25 0.00
C 3.09 4.50 0.62 0.00
C 3.01 3.15 0.89 0.00
C 1.76 2.54 0.63 0.00
P 1.61 0.70 0.51 0.09
C 2.14 0.05 2.23 0.02
C 1.63 -1.36 2.44 0.00
C 1.50 -1.61 3.93 0.00
C 2.49 -0.85 4.84 0.00
C 2.29 0.66 4.74 0.00
C 1.60 0.96 3.38 0.00
C 3.02 0.33 -0.62 0.04
C 4.44 0.30 -0.02 0.01
C 5.55 0.22 -1.08 0.00
C 5.09 -0.63 -2.29 0.00
C 4.07 -1.66 -1.81 0.00
C 2.78 -0.97 -1.32 0.01
C -1.75 1.57 1.78 0.04
C -2.00 2.33 2.90 0.00
C -2.60 1.88 4.11 0.00
C -2.77 0.51 4.25 0.00
C -2.34 -0.36 3.19 0.00
C -1.95 0.17 1.95 0.02
P -1.82 -0.83 0.41 0.03
C -1.53 -2.58 1.00 0.01
C -0.53 -3.31 0.09 0.00
C -0.02 -4.66 0.73 0.00
C -1.22 -5.56 1.03 0.00
C -2.10 -4.80 2.05 0.00
C -2.71 -3.53 1.43 0.00
C -3.47 -0.86 -0.44 0.01
C -3.63 -1.91 -1.50 0.00
C -4.81 -1.62 -2.45 0.00
C -6.05 -1.05 -1.68 0.00
C -5.97 -1.37 -0.18 0.00
C -4.70 -0.86 0.51 0.00
H -1.79 4.88 1.00 0.00
H -2.11 4.70 -0.75 0.00
H -3.19 3.90 0.36 0.00
H 0.00 5.25 -0.37 0.00
H 2.27 6.29 -0.06 0.00
H 4.03 5.03 0.70 0.00
H 3.83 2.61 1.41 0.00
H 3.24 0.00 2.32 0.00
H 0.65 -1.49 1.97 0.00
H 2.39 -2.08 2.07 0.00
H 0.51 -1.42 4.35 0.00
H 1.57 -2.69 4.15 0.00
H 2.40 -1.24 5.85 0.00
H 3.53 -1.12 4.55 0.00
H 1.62 0.97 5.54 0.00
H 3.26 1.21 4.73 0.00
H 0.51 0.82 3.45 0.00
H 1.74 2.01 3.09 0.00
H 3.00 1.13 -1.37 0.00
H 4.55 1.25 0.54 0.00
H 4.44 -0.57 0.73 0.00
H 5.83 1.26 -1.27 0.00
H 6.52 -0.23 -0.69 0.00
H 4.62 -0.04 -3.04 0.00
H 5.98 -1.07 -2.74 0.00
H 3.79 -2.32 -2.69 0.00
H 4.45 -2.37 -1.12 0.00
H 2.15 -0.73 -2.21 0.00
H 2.19 -1.72 -0.77 0.00
H -1.82 3.41 2.86 0.00
H -3.02 2.61 4.78 0.00
H -3.23 0.13 5.10 0.00
H -2.28 -1.42 3.41 0.00
H -1.00 -2.40 1.99 0.00
H -1.06 -3.57 -0.80 0.00
H 0.34 -2.69 -0.15 0.00
H 0.64 -5.11 -0.06 0.00
H 0.63 -4.49 1.62 0.00
H -1.78 -5.81 0.09 0.00
H -0.91 -6.53 1.51 0.00
H -2.86 -5.43 2.47 0.00
H -1.58 -4.44 2.94 0.00
H -3.41 -3.77 0.60 0.00
H -3.31 -3.06 2.20 0.00
H -3.61 0.12 -0.94 0.00
H -2.67 -1.99 -2.03 0.00
H -3.90 -2.92 -1.12 0.00
H -4.51 -0.93 -3.25 0.00
H -5.16 -2.52 -2.94 0.00
H -6.08 -0.01 -1.75 0.00
H -7.01 -1.44 -2.11 0.00
H -6.90 -0.93 0.27 0.00
H -6.05 -2.45 -0.03 0.00
H -5.00 0.18 0.88 0.00
H -4.54 -1.43 1.42 0.00
N -2.74 2.06 -2.05 0.08
C -1.72 1.61 -1.45 -0.02
H -3.02 3.06 -1.90 0.00
C 3.60 3.96 -4.61 0.00
C 2.45 4.39 -3.70 0.00
C 1.51 3.17 -3.59 0.02
N 1.51 2.30 -2.64 0.01
N 0.58 1.27 -2.79 0.07
C -0.03 1.36 -3.97 0.02
N -0.95 0.47 -4.43 0.05
S 0.44 2.74 -4.88 0.00
H 4.37 4.73 -4.77 0.00
H 3.15 3.81 -5.58 0.00
H 4.09 3.00 -4.32 0.00
H 1.87 5.24 -4.12 0.00
H 2.88 4.71 -2.76 0.00
H -0.84 -0.57 -4.27 0.00
H -1.52 0.79 -5.16 0.00
F 0.93 -3.25 -3.71 0.00
B -0.26 -2.74 -3.25 0.00
F -1.07 -2.24 -4.33 0.00
F -1.08 -3.70 -2.57 0.00
F -0.01 -1.57 -2.41 0.02
```


No. 2
Density functional theory data (ωB97M-V with the def2-TZVPD basis set) for a cluster of 3 separate species, C17H35FN2O8 in total in a non-equilibrium geometry.

The orbital gap is 8.03 eV. For the highest occupied orbital energy, the calculation gives -8.51 eV. The value obtained for the largest force on an atom is 10.3 eV/A. As for the SMILES: O=C(F)C[C@@H]1COC(=O)O1.COCCNCCOC.COCCNCCOC.

```
63
Properties=species:S:1:pos:R:3:lowdin_charge:R:1
O -4.44 -0.84 3.96 -0.01
C -3.89 0.39 3.77 -0.15
F -2.55 0.40 3.16 -0.02
C -4.77 1.65 4.30 -0.03
C -4.25 3.15 3.97 -0.20
C -2.70 3.50 3.63 -0.11
O -1.97 3.57 4.90 -0.04
C -2.95 4.24 5.79 -0.20
O -2.64 5.12 6.79 0.03
O -4.30 3.80 5.32 -0.06
H -4.98 1.54 5.47 0.17
H -5.85 1.54 3.81 0.15
H -5.04 3.65 3.27 0.17
H -2.77 4.65 3.31 0.15
H -2.19 3.03 2.68 0.16
C 2.00 -5.21 1.26 -0.11
O 0.82 -4.79 1.92 -0.20
C 1.04 -4.33 3.26 -0.20
C 0.88 -2.81 3.36 -0.20
N 1.97 -2.10 2.68 -0.05
C 1.73 -0.67 2.47 -0.19
C 0.50 -0.27 1.62 -0.21
O 0.61 -0.61 0.23 -0.22
C 0.29 -1.96 -0.07 -0.09
H 1.71 -5.74 0.35 0.09
H 2.61 -4.35 0.96 0.07
H 2.59 -5.88 1.88 0.09
H 2.01 -4.67 3.66 0.12
H 0.26 -4.80 3.87 0.12
H 0.86 -2.51 4.41 0.12
H -0.09 -2.55 2.92 0.10
H 2.13 -2.53 1.77 0.06
H 2.62 -0.27 1.98 0.12
H 1.66 -0.18 3.45 0.12
H 0.44 0.82 1.65 0.12
H -0.44 -0.64 2.03 0.09
H -0.50 -2.36 0.57 0.09
H 1.18 -2.58 -0.01 0.07
H -0.06 -2.00 -1.11 0.09
C 1.12 0.38 -7.28 -0.11
O 0.39 1.35 -6.55 -0.20
C -0.65 0.79 -5.74 -0.20
C -0.29 0.87 -4.25 -0.21
N 0.80 -0.06 -3.91 -0.05
C 1.40 0.18 -2.59 -0.19
C 2.05 1.55 -2.34 -0.21
O 3.24 1.79 -3.09 -0.18
C 3.02 2.23 -4.42 -0.10
H 1.72 0.90 -8.03 0.09
H 1.80 -0.17 -6.63 0.07
H 0.45 -0.32 -7.80 0.09
H -0.92 -0.23 -6.04 0.12
H -1.54 1.42 -5.90 0.12
H -1.17 0.62 -3.65 0.12
H -0.01 1.90 -4.03 0.10
H 1.53 0.03 -4.61 0.06
H 2.18 -0.59 -2.47 0.13
H 0.64 -0.01 -1.82 0.09
H 2.36 1.57 -1.29 0.12
H 1.35 2.38 -2.45 0.11
H 2.13 2.86 -4.51 0.09
H 2.95 1.37 -5.09 0.07
H 3.88 2.82 -4.74 0.09
```


No. 3
Density functional theory data (ωB97M-V with the def2-TZVPD basis set) for the molecule C4H7NO3 in a non-equilibrium geometry.

Its energy above the lowest of the compared OMol25 structures with the same formula, charge and spin is 22.4 kcal/mol. The orbital gap is 10.78 eV. For the highest occupied orbital energy, the calculation gives -10.06 eV. The value obtained for the largest force on an atom is 2.1 eV/A. As for the SMILES: C[C@@H](NC=O)C(=O)O.

```
15
Properties=species:S:1:pos:R:3:lowdin_charge:R:1
C 0.58 0.28 1.86 -0.33
N -0.23 1.06 1.07 0.06
C -2.03 0.38 -0.44 -0.06
C -0.58 0.77 -0.31 -0.26
C 0.39 -0.26 -0.99 -0.50
O -0.21 -1.43 -1.25 0.10
O 1.52 -0.06 -1.30 0.12
O 1.03 -0.79 1.52 0.05
H 0.81 0.73 2.84 0.13
H -0.87 1.70 1.50 0.13
H -2.75 0.99 0.12 0.08
H -2.38 -0.64 -0.27 0.08
H -2.36 0.51 -1.47 0.09
H -0.45 1.70 -0.86 0.15
H 0.45 -2.01 -1.65 0.13
```


No. 4
Density functional theory data (ωB97M-V with the def2-TZVPD basis set) for a cluster of 2 separate species, C5H10O2 in total.

Its energy above the lowest of the compared OMol25 structures with the same formula, charge and spin is 69.0 kcal/mol. The orbital gap is 10.35 eV. For the highest occupied orbital energy, the calculation gives -9.44 eV. The value obtained for the largest force on an atom is 0.5 eV/A. As for the SMILES: CC(=O)[C@H]1CCO1.[H][H].

```
17
Properties=species:S:1:pos:R:3:lowdin_charge:R:1
C -1.85 -0.47 1.35 0.00
C -1.16 0.21 0.19 -0.40
O -1.57 1.23 -0.32 0.04
C 0.11 -0.46 -0.33 -0.28
C 1.33 0.45 -0.54 -0.09
C 1.96 -0.40 0.58 -0.15
O 0.79 -1.23 0.68 -0.09
H -2.81 0.02 1.52 0.09
H -1.98 -1.54 1.16 0.09
H -1.22 -0.38 2.24 0.09
H -0.59 1.35 -3.09 0.05
H -0.82 1.46 -2.38 0.03
H -0.17 -1.08 -1.20 0.16
H 1.80 0.36 -1.52 0.11
H 1.15 1.50 -0.32 0.11
H 2.16 0.13 1.52 0.12
H 2.84 -0.98 0.29 0.12
```


No. 5
Density functional theory data (ωB97M-V with the def2-TZVPD basis set) for a structure of composition C20H28BClF4GaN2O2 in a non-equilibrium geometry.

The net charge is -1. The orbital gap is 3.55 eV. For the highest occupied orbital energy, the calculation gives -0.76 eV. The value obtained for the largest force on an atom is 4.9 eV/A.

```
59
Properties=species:S:1:pos:R:3:lowdin_charge:R:1
Ga 0.78 -0.54 0.72 0.23
Cl 1.89 -1.51 2.59 0.43
N -0.94 0.41 1.79 0.12
N 1.96 -0.26 -1.11 0.11
C -1.69 -0.53 2.38 -0.33
C 1.96 -1.20 -1.99 -0.36
C -1.50 1.72 2.15 -0.55
C -2.27 1.36 3.43 -0.06
C -2.45 2.17 1.07 -0.02
C -0.46 2.78 2.41 -0.03
H -3.21 1.40 0.85 0.09
H -1.90 2.41 0.15 0.09
H -2.97 3.08 1.41 0.08
H 0.25 2.43 3.17 0.07
H -0.97 3.68 2.76 0.10
H 0.10 3.01 1.50 0.08
C 2.64 0.91 -1.69 -0.53
C 3.00 0.43 -3.09 -0.07
C 3.92 1.24 -0.93 -0.01
C 1.72 2.13 -1.74 -0.02
H 0.80 1.85 -2.27 0.09
H 2.22 2.92 -2.29 0.08
H 1.50 2.45 -0.72 0.07
H 4.49 0.32 -0.79 0.10
H 3.68 1.67 0.04 0.06
H 4.51 1.95 -1.52 0.09
O 2.50 -0.95 -3.17 0.02
H 4.07 0.37 -3.29 0.12
H 2.50 0.98 -3.90 0.13
O -2.51 -0.08 3.32 0.03
H -3.24 1.84 3.54 0.13
H -1.65 1.52 4.32 0.13
C -1.69 -1.94 1.94 -0.07
C 1.27 -2.53 -1.78 -0.07
C -0.13 -2.14 -1.41 -0.25
H 1.81 -3.04 -0.94 0.10
H 1.35 -3.11 -2.67 0.10
C -0.53 -1.40 -0.32 -0.16
C -1.67 -1.88 0.44 -0.22
H 1.63 -2.12 1.40 -0.20
C -2.74 -2.00 -0.43 -0.31
C -2.50 -2.08 -1.76 -0.06
C -4.10 -1.91 0.15 -0.06
C -1.19 -2.25 -2.34 -0.26
H -3.32 -2.12 -2.45 0.08
C -0.94 -2.43 -3.75 -0.08
H -1.89 -2.41 -4.29 0.07
H -0.45 -3.39 -3.96 0.08
H -0.29 -1.63 -4.16 0.08
H -4.29 -2.69 0.89 0.07
H -4.81 -2.02 -0.68 0.07
H -4.29 -0.93 0.62 0.07
H -2.63 -2.41 2.29 0.13
H -0.83 -2.45 2.40 0.10
F 1.69 1.01 1.30 -0.14
B 2.80 1.87 2.45 -1.04
F 2.81 3.15 1.98 0.17
F 2.19 1.70 3.67 0.15
F 3.98 1.19 2.31 0.16
```